Record 1
Below is a molecular structure, C27H21F10N5O4SSn, with properties calculated with ωB97M-V with the def2-TZVPD basis set.

```
69
C27H21F10N5O4SSn (ωB97M-V with the def2-TZVPD basis set)
Sn -0.36520 0.29240 0.74232
O 3.66923 -0.25763 -1.81457
C 2.55894 -0.47231 -0.99561
O 1.45206 -0.05975 -1.67657
C 2.73855 -0.92648 0.25753
C 4.06935 -1.28786 0.72759
C 4.24194 -1.83371 1.94629
C 3.10182 -2.12380 2.76259
C 1.85804 -1.73847 2.28885
N 1.64170 -1.11088 1.13244
C 0.61602 -2.02708 3.06794
O 0.76172 -2.72725 4.21968
O -0.49539 -1.72299 2.72253
H 3.31326 0.27799 -2.53368
H 4.90755 -1.09175 0.07261
H 5.23543 -2.06307 2.31595
H 3.26487 -2.60973 3.71774
H 1.70137 -2.89419 4.34982
F -5.16805 1.10459 5.91111
C -4.65846 0.78234 4.70623
C -3.79452 1.64051 4.05049
F -3.48612 2.81300 4.62713
C -3.27995 1.30795 2.81316
F -2.49759 2.20156 2.21671
C -3.60143 0.10685 2.15821
S -3.04649 -0.32043 0.59103
C -4.49298 -0.72451 2.85500
F -4.89229 -1.88022 2.30446
C -5.00989 -0.40498 4.09306
F -5.87856 -1.23427 4.70530
N 2.36141 5.85302 1.44571
C 1.99661 4.54674 1.66048
N 2.13964 3.69560 0.62481
N 1.59800 4.22517 2.84833
C 1.10957 3.02598 3.11017
N 0.68320 1.99299 3.41139
H 3.00346 6.03561 0.69552
H 2.47576 6.39868 2.28062
H 2.10275 4.06331 -0.31055
H 1.66904 2.80486 0.71507
F 0.18547 2.94938 -1.55252
C -0.85166 2.61661 -0.63766
F -0.84911 3.73676 0.22241
C -2.12039 2.79947 -1.44880
F -2.13759 3.93287 -2.23824
F -3.20753 2.89359 -0.66859
F -2.32130 1.77824 -2.30822
C -1.53782 -2.40708 -1.52529
C -0.12687 -1.98315 -1.94323
C 0.84340 -3.01815 -1.36341
C 0.11276 -0.54370 -1.40124
C -0.00982 -1.89664 -3.46000
C -1.09587 -1.49188 -4.24370
C -0.99831 -1.38854 -5.62169
C 0.20034 -1.67032 -6.26410
C 1.30082 -2.02696 -5.50157
C 1.19657 -2.13393 -4.12137
H -1.53821 -2.62977 -0.45878
H -1.85027 -3.29804 -2.07746
H -2.26238 -1.60815 -1.67985
H 0.72419 -3.03366 -0.28050
H 1.88540 -2.78717 -1.56798
H 0.61196 -4.00718 -1.77280
H -0.47253 0.10846 -2.05466
H -2.02787 -1.22831 -3.76149
H -1.86293 -1.08938 -6.20349
H 0.27701 -1.60577 -7.34352
H 2.24875 -2.23428 -5.98628
H 2.07938 -2.39113 -3.55288
```

Properties
HOMO energy (eV): -0.36
Multiplicity: 1
Kohn-Sham gap (eV): 4.8
ΔE to the lowest compared entry with this formula, charge and spin (kJ/mol): 237.9
Total charge: -2

In elementary charge units, the Löwdin charges are: Sn 1.1776; O 0.0133; C -0.3930; O -0.0904; C -0.2456; C -0.0452; C -0.1308; C -0.0929; C -0.2733; N -0.0223; C -0.4662; O 0.0919; O 0.0242; H 0.0965; H 0.0907; H 0.0826; H 0.0670; H 0.0622; F 0.0806; C -0.1564; C -0.1490; F 0.0963; C -0.2470; F 0.0556; C -0.5688; S 0.5956; C -0.2512; F 0.0590; C -0.1584; F 0.0805; N 0.1316; C -0.5225; N 0.1914; N 0.0908; C -0.3854; N 0.1210; H 0.0866; H 0.0879; H 0.0997; H 0.0728; F -0.0725; C -0.3904; F -0.0627; C -0.6045; F 0.0680; F 0.1092; F 0.0970; C -0.0905; C -0.4853; C -0.0388; C -0.3163; C -0.1552; C -0.0313; C -0.1009; C -0.1297; C -0.1049; C -0.0295; H 0.0642; H 0.0898; H 0.0348; H 0.0810; H 0.0678; H 0.0884; H 0.0783; H 0.1086; H 0.0915; H 0.0838; H 0.0900; H 0.1029

Record 2
Below is a molecular structure, C27H21N9O5Ti at a distorted geometry, with properties calculated with ωB97M-V with the def2-TZVPD basis set.

```
63
C27H21N9O5Ti (ωB97M-V with the def2-TZVPD basis set)
Ti 0.21502 0.39540 -0.03941
C 2.29006 4.31849 -0.05287
C 1.85959 2.89703 -0.24182
N 0.72745 2.41121 0.23162
N 0.01466 3.09476 1.19510
C -0.54048 2.19977 1.96577
O -0.35646 0.91025 1.77779
C -1.40052 2.63032 3.08608
C -1.76201 3.96929 3.24004
C -2.58613 4.35332 4.28332
C -3.06009 3.40579 5.18585
C -2.69939 2.07483 5.03648
C -1.87499 1.68784 3.99083
C 2.69102 1.90577 -0.83854
C 3.88726 2.18341 -1.52804
C 4.65726 1.15470 -2.00526
C 4.24301 -0.17519 -1.78908
C 3.07005 -0.39042 -1.10876
N 2.28877 0.59927 -0.64171
H 1.53277 4.84675 0.51917
H 2.41863 4.81937 -1.01556
H 3.24034 4.37052 0.48225
H -1.38470 4.69145 2.52901
H -2.86262 5.39408 4.39394
H -3.70703 3.70669 5.99979
H -3.06256 1.33745 5.74127
H -1.58385 0.65186 3.86983
H 4.18717 3.21295 -1.67163
H 5.57856 1.35872 -2.53526
H 4.83486 -1.01123 -2.13264
H 2.71201 -1.39469 -0.91764
N -0.08296 0.73731 -4.40635
C 0.72378 0.65261 -3.34850
N -0.01616 0.57142 -2.26586
C -1.29905 0.59439 -2.73542
N -1.37998 0.66733 -4.03968
C -2.38322 0.49882 -1.77483
C -3.73003 0.52792 -2.08137
N -4.65348 0.42065 -1.13275
C -4.23724 0.26743 0.11563
C -2.88505 0.22628 0.44333
N -1.96365 0.35846 -0.50525
H 0.15780 0.81587 -5.38020
H 1.80240 0.66955 -3.38772
H -4.06305 0.64210 -3.10514
H -4.99454 0.16953 0.88214
H -2.54243 0.07695 1.45608
O -1.40512 -2.30083 1.03890
C -0.39413 -2.54803 0.39564
O 0.42230 -1.66189 -0.08128
C -0.04399 -3.98509 0.10758
C -0.79082 -5.00861 0.67735
C -0.48520 -6.33509 0.40735
C 0.56361 -6.64923 -0.44010
C 1.29783 -5.61900 -1.00562
C 1.00879 -4.29288 -0.73763
N 2.40082 -5.93794 -1.90846
O 2.64183 -7.11055 -2.12150
O 3.01918 -5.01228 -2.40111
H -1.60967 -4.73744 1.33001
H -1.06820 -7.12693 0.85748
H 0.82445 -7.67119 -0.67363
H 1.59752 -3.50943 -1.18899
```

Properties
HOMO energy (spin up / spin down) (eV): -5.87 / -8.03
Multiplicity: 3
Kohn-Sham gap (spin up / spin down) (eV): 5.3 / 7.3
ΔE to the lowest compared entry with this formula, charge and spin (kJ/mol): 21.9
<S²>: 2.018

In elementary charge units, the Löwdin charges are: Ti 1.0927; C -0.0261; C -0.2793; N -0.0939; N 0.0931; C -0.4296; O -0.1783; C -0.1525; C -0.0305; C -0.0837; C -0.0925; C -0.0829; C -0.0313; C -0.2446; C -0.0300; C -0.0815; C -0.0779; C -0.1412; N -0.0188; H 0.0649; H 0.0810; H 0.0877; H 0.1060; H 0.1003; H 0.0990; H 0.1015; H 0.1152; H 0.1076; H 0.1029; H 0.1004; H 0.0987; N 0.0501; C -0.0872; N 0.0768; C -0.2831; N 0.1493; C -0.1683; C -0.0532; N 0.0975; C -0.0732; C -0.0596; N 0.0673; H 0.1649; H 0.1387; H 0.1214; H 0.1163; H 0.1074; O 0.0521; C -0.5666; O -0.1516; C -0.1075; C 0.0032; C -0.0493; C 0.0017; C -0.1375; C 0.0630; N -0.3543; O 0.0755; O 0.0701; H 0.1207; H 0.1084; H 0.1183; H 0.1124

Record 3
Below is a molecular structure, C27H22BiN4S at a distorted geometry, with properties calculated with ωB97M-V with the def2-TZVPD basis set.

```
55
C27H22BiN4S (ωB97M-V with the def2-TZVPD basis set)
Bi 0.20232 0.49955 1.51464
N 4.12369 2.94783 0.50884
C 2.92241 2.29941 0.66106
S 2.79606 1.03660 1.79110
N 1.89425 2.90413 -0.01528
N 0.72574 2.20183 0.03278
C -0.42465 2.77711 -0.41804
C -0.45861 4.22074 -0.61273
C -1.05962 4.74466 -1.78834
C -0.88839 6.06669 -2.09038
C -0.19442 6.93268 -1.21085
C 0.39360 6.42956 -0.02793
C 0.23766 5.09117 0.28630
C -1.58486 1.93120 -0.63949
C -2.88209 2.41199 -1.06904
C -3.91629 1.50006 -1.33482
C -3.70530 0.14146 -1.01461
C -2.47672 -0.27869 -0.61495
N -1.38087 0.56976 -0.57624
H 4.96424 2.57718 0.95745
H 4.15151 3.54166 -0.34589
H -1.61294 4.09781 -2.44000
H -1.37770 6.52359 -2.96305
H -0.17532 7.98315 -1.45872
H 0.98605 7.04106 0.63583
H 0.62129 4.71050 1.24766
H -3.03515 3.47663 -1.07792
H -4.88015 1.89901 -1.65220
H -4.51663 -0.57356 -1.02530
H -2.27994 -1.32014 -0.39311
C -2.21199 -6.20400 1.09830
C -1.17010 -5.80594 0.25088
C -0.60315 -4.55221 0.34468
C -1.03745 -3.68793 1.39136
C -2.08902 -4.12803 2.28266
C -2.64423 -5.38039 2.12967
C -0.55512 -2.36160 1.68126
C 0.43927 -1.71149 1.06231
C 1.59765 -2.27820 0.38686
C 2.12578 -1.71314 -0.80081
C 3.34925 -2.15444 -1.35000
C 4.00006 -3.23880 -0.80101
C 3.45331 -3.92598 0.30285
C 2.31723 -3.42162 0.92885
H -2.61534 -7.19246 1.03661
H -0.79033 -6.49876 -0.48613
H 0.16751 -4.21654 -0.32449
H -2.40529 -3.42416 3.05185
H -3.44803 -5.75364 2.76895
H -1.18864 -1.86784 2.39381
H 1.58952 -0.92672 -1.30452
H 3.75464 -1.57866 -2.20225
H 4.90684 -3.62712 -1.24753
H 3.91128 -4.82113 0.66909
H 1.97714 -3.91381 1.86997
```

Properties
HOMO energy (eV): -10.42
Multiplicity: 1
Kohn-Sham gap (eV): 6.2
Total charge: +1

In elementary charge units, the Löwdin charges are: Bi 1.5802; N 0.0791; C -0.8470; S 0.5808; N -0.0043; N -0.1877; C -0.2064; C -0.1660; C -0.0452; C -0.0674; C -0.0389; C -0.0570; C -0.0276; C -0.2267; C 0.0183; C -0.0047; C -0.0446; C -0.1053; N -0.0029; H 0.1053; H 0.1310; H 0.1040; H 0.1181; H 0.1048; H 0.1073; H 0.1224; H 0.1037; H 0.1228; H 0.1175; H 0.1100; C -0.0679; C -0.0640; C -0.0177; C -0.2054; C -0.0245; C -0.0818; C -0.1839; C -0.3737; C -0.2927; C -0.0581; C -0.0790; C -0.0808; C -0.0654; C -0.0328; H 0.1013; H 0.1084; H 0.1030; H 0.1083; H 0.1135; H 0.0690; H 0.0970; H 0.1155; H 0.1051; H 0.1006; H 0.1324

Record 4
Below is a molecular structure, C27H22Cl2CoN5O2 at a distorted geometry, with properties calculated with ωB97M-V with the def2-TZVPD basis set.

```
59
C27H22Cl2CoN5O2 (ωB97M-V with the def2-TZVPD basis set)
Co -0.10379 -0.01935 0.07693
Cl -1.65110 2.75151 -6.06963
C -0.85779 2.37505 -4.55766
C -1.40301 1.37688 -3.75061
C -0.81525 1.04982 -2.53644
N -1.24470 0.05838 -1.64639
C -2.00290 -0.97253 -1.89448
O -2.61165 -1.35880 -2.91226
C -2.13801 -1.81177 -0.61337
C -3.00287 -2.89312 -0.58683
C -3.16458 -3.61283 0.58557
C -2.47257 -3.21265 1.70952
C -1.62315 -2.12230 1.60419
N -1.43220 -1.45223 0.46648
C 0.35991 1.74561 -2.11114
C 0.89330 2.72447 -2.94112
C 0.28747 3.03404 -4.15885
Cl 1.01673 4.27640 -5.15136
N 0.95647 1.27359 -0.91152
C 2.25613 0.95179 -0.98517
O 3.22708 1.64673 -1.18180
C 2.43506 -0.57753 -0.92845
C 3.58871 -1.17142 -1.39352
C 3.62867 -2.55279 -1.53651
C 2.51906 -3.28287 -1.19381
C 1.40861 -2.60318 -0.71459
N 1.36970 -1.28170 -0.59596
H -2.27416 0.82530 -4.07648
H -3.52882 -3.12655 -1.50543
H -3.83474 -4.46524 0.62450
H -2.58005 -3.72294 2.65889
H -1.07529 -1.75556 2.46439
H 1.78975 3.24874 -2.64034
H 4.42016 -0.52946 -1.65577
H 4.51136 -3.04667 -1.92311
H 2.49784 -4.35938 -1.29296
H 0.50943 -3.13600 -0.42199
C 2.27793 1.13419 1.76811
N 1.32983 0.08543 2.12803
C 2.02645 -1.11619 2.55134
C 0.40943 0.58083 3.15482
C -0.74445 1.38215 2.56986
C -1.46023 2.22590 3.42738
C -2.52718 2.97780 2.95132
C -2.85518 2.89130 1.59766
C -2.12754 2.05189 0.75773
C -1.05903 1.25891 1.21185
H 2.88611 1.43590 2.63679
H 1.73245 2.00283 1.39374
H 2.95097 0.78988 0.98021
H 2.60062 -0.96665 3.48093
H 2.72457 -1.42744 1.76849
H 1.31495 -1.92974 2.71226
H 0.95407 1.21116 3.87330
H 0.03958 -0.27290 3.73177
H -1.17371 2.29716 4.47891
H -3.08082 3.63128 3.61877
H -3.67444 3.48248 1.19915
H -2.40317 2.00238 -0.29532
```

Properties
HOMO energy (spin up / spin down) (eV): -3.70 / -3.96
Multiplicity: 2
Kohn-Sham gap (spin up / spin down) (eV): 6.2 / 6.5
Total charge: -1
<S²>: 0.765

In elementary charge units, the Löwdin charges are: Co 0.4124; Cl 0.6069; C -0.6902; C -0.0415; C -0.1763; N 0.0652; C -0.4780; O -0.0186; C -0.1501; C -0.0031; C -0.0721; C -0.0688; C -0.0962; N 0.0565; C -0.1638; C -0.0490; C -0.6887; Cl 0.6068; N 0.0318; C -0.5278; O 0.0627; C -0.1835; C 0.0081; C -0.0650; C -0.0635; C -0.0916; N 0.0808; H 0.1002; H 0.1138; H 0.1023; H 0.0992; H 0.0970; H 0.1024; H 0.1183; H 0.1041; H 0.1015; H 0.1121; C -0.0831; N -0.2713; C -0.0987; C -0.1813; C -0.2387; C -0.0839; C -0.1295; C -0.1185; C -0.0980; C -0.1239; H 0.0940; H 0.1016; H 0.0659; H 0.0861; H 0.0769; H 0.0738; H 0.1148; H 0.1070; H 0.0977; H 0.0832; H 0.0865; H 0.0851

Number 1: molecular weight 820.3 g mol⁻¹, E_tot -3227.380074 Ha. Number 2: molecular weight 599.4 g mol⁻¹, E_tot -2760.045032 Ha. Number 3: molecular weight 643.5 g mol⁻¹, E_tot -1873.619734 Ha. Number 4: molecular weight 578.3 g mol⁻¹, E_tot -3769.605291 Ha.